Entry 1:
A structure of composition C20H29AlF10NO6 in a non-equilibrium geometry, computed with ωB97M-V with the def2-TZVPD basis set.

## Properties
LUMO: 2.81 eV
Net charge: -1
Electronic energy: -68764.8652 eV
Kohn-Sham gap: 8.87 eV

Each line ends with the Mulliken charge.
Positions of all 67 atoms, in Å:
C  -4.886  2.348  0.957  -1.298
C  -4.091  2.593  -0.343  -0.535
C  -3.020  1.514  -0.611  -1.012
C  -1.557  1.941  -0.409  -0.876
C  -0.942  1.445  0.900  2.318
C  -1.091  2.415  2.082  -1.776
C  -0.767  3.898  1.844  -0.706
C  -1.981  4.771  1.579  -0.207
F  -1.768  6.045  2.120  -0.400
O  -1.535  0.257  1.358  -0.796
Al  -0.795  -1.178  0.564  0.318
F  -0.233  -2.294  1.699  -0.580
C  -1.928  -1.954  -0.885  -0.886
C  -1.413  -3.283  -1.400  -0.986
O  0.006  -3.246  -1.489  -0.146
C  0.556  -4.207  -2.332  -1.161
C  1.467  -5.156  -1.584  0.872
F  0.814  -5.675  -0.514  -0.319
F  1.731  -6.199  -2.430  -0.342
C  2.859  -4.604  -1.148  0.739
F  3.226  -3.647  -2.050  -0.284
F  3.775  -5.600  -1.228  -0.317
C  2.937  -3.948  0.248  0.622
F  4.191  -3.404  0.319  -0.353
F  2.040  -2.963  0.367  -0.113
C  2.788  -4.895  1.451  0.072
F  3.050  -4.160  2.564  -0.267
F  3.687  -5.903  1.388  -0.296
O  0.423  -0.097  -0.231  -0.116
C  0.549  1.009  0.597  -0.323
O  1.231  0.552  1.725  -0.635
N  1.353  1.954  -0.214  0.663
C  1.960  1.276  -1.361  0.696
C  3.111  0.326  -1.147  -0.899
O  1.543  1.509  -2.485  -0.664
C  2.157  2.822  0.490  0.914
C  3.247  3.512  -0.296  -1.667
O  1.980  3.107  1.665  -0.570
H  -5.018  3.276  1.501  0.295
H  -5.872  1.969  0.707  0.351
H  -4.417  1.596  1.577  0.331
H  -3.657  3.585  -0.322  0.166
H  -4.782  2.586  -1.179  0.466
H  -3.128  1.215  -1.649  0.354
H  -3.267  0.641  -0.022  0.459
H  -1.512  3.023  -0.486  0.529
H  -0.989  1.579  -1.254  0.465
H  -2.130  2.315  2.385  0.654
H  -0.516  2.020  2.909  0.504
H  -0.282  4.298  2.725  0.512
H  -0.098  4.003  1.004  0.160
H  -2.889  4.362  2.007  0.108
H  -2.099  4.942  0.517  0.219
H  -1.935  -1.259  -1.720  0.332
H  -2.938  -2.118  -0.516  0.529
H  -1.845  -3.483  -2.384  0.468
H  -1.766  -4.087  -0.753  0.211
H  1.081  -3.730  -3.152  0.258
H  -0.212  -4.833  -2.780  0.495
H  1.782  -5.284  1.552  0.279
H  1.145  1.201  2.428  0.464
H  3.753  0.406  -2.013  0.433
H  2.686  -0.669  -1.158  -0.223
H  3.650  0.504  -0.228  0.397
H  3.612  4.350  0.277  0.449
H  4.083  2.848  -0.477  0.314
H  2.888  3.865  -1.258  0.339

Entry 2:
A structure of composition C20H29CoGeISeSi in a non-equilibrium geometry, computed with ωB97M-V with the def2-TZVPD basis set.

## Properties
LUMO (spin up / spin down): -5.18 / -5.22 eV
Net charge: +1
Electronic energy: -196667.9601 eV
Kohn-Sham gap (spin up / spin down): 6.24 / 6.20 eV

Each line ends with the Mulliken charge.
Positions of all 54 atoms, in Å:
Co  -1.477  1.268  -0.092  0.040
I  -2.874  1.749  2.012  0.032
C  -1.072  2.607  2.799  0.492
C  -1.038  2.955  4.116  -0.598
C  0.147  3.506  4.640  -0.628
C  1.233  3.686  3.830  -0.896
C  1.192  3.337  2.460  0.762
C  2.305  3.545  1.613  -0.849
C  2.242  3.238  0.283  -0.739
C  1.068  2.679  -0.261  -0.066
C  -0.012  2.430  0.532  -0.030
C  0.007  2.771  1.909  0.698
H  -1.904  2.817  4.750  0.410
H  0.180  3.790  5.683  0.424
H  2.148  4.110  4.223  0.415
H  3.206  3.966  2.042  0.414
H  3.091  3.409  -0.365  0.446
H  1.046  2.453  -1.322  0.506
C  1.187  -1.560  3.852  -1.029
Ge  1.815  -2.619  2.319  0.401
C  3.341  -1.717  1.458  -1.079
C  2.193  -4.504  2.713  -1.086
C  0.231  -2.518  1.051  -1.069
Se  0.158  -0.684  0.398  0.245
C  0.886  -1.001  -1.367  -1.045
H  1.966  -1.449  4.605  0.395
H  0.323  -2.031  4.322  0.357
H  0.898  -0.564  3.509  0.260
H  4.184  -1.672  2.147  0.404
H  3.073  -0.697  1.185  0.310
H  3.670  -2.251  0.565  0.341
H  3.027  -4.571  3.412  0.362
H  2.466  -5.035  1.802  0.363
H  1.327  -4.989  3.161  0.368
H  -0.687  -2.725  1.598  0.458
H  0.281  -3.182  0.191  0.464
H  1.920  -1.322  -1.263  0.428
H  0.824  -0.078  -1.935  0.268
H  0.292  -1.769  -1.854  0.335
C  -1.266  -0.425  -5.646  -0.948
Si  -2.801  -0.397  -4.560  -0.035
C  -3.421  -2.143  -4.216  -0.951
C  -4.174  0.675  -5.268  -0.947
C  -2.314  0.306  -2.908  -0.010
C  -2.016  0.750  -1.807  -0.202
H  -1.513  -0.812  -6.636  0.325
H  -0.496  -1.071  -5.219  0.297
H  -0.842  0.572  -5.772  0.323
H  -3.768  -2.609  -5.140  0.318
H  -4.251  -2.129  -3.509  0.317
H  -2.629  -2.768  -3.800  0.290
H  -4.507  0.285  -6.231  0.321
H  -3.837  1.702  -5.413  0.312
H  -5.029  0.687  -4.591  0.307

Entry 3:
A cluster of 5 separate species, C20H29N8O in total, computed with ωB97M-V with the def2-TZVPD basis set.

## Properties
LUMO: -3.64 eV
Net charge: +1
Electronic energy: -35168.5538 eV
Kohn-Sham gap: 6.37 eV

Each line ends with the Mulliken charge.
Positions of all 58 atoms, in Å:
C  1.057  1.197  -1.467  -0.900
C  -0.205  0.710  -2.142  -0.278
O  -1.294  0.931  -1.196  -0.119
N  -2.491  0.606  -1.700  0.235
N  -2.958  -0.663  -1.710  -0.129
C  -4.181  -0.596  -2.240  -0.048
N  -4.479  0.637  -2.590  -0.497
C  -3.427  1.393  -2.258  0.222
N  -3.269  2.728  -2.415  -0.348
H  1.815  1.472  -2.196  0.440
H  1.414  0.439  -0.771  0.100
H  0.816  2.096  -0.896  0.258
H  -0.137  -0.351  -2.397  0.368
H  -0.407  1.252  -3.069  0.412
H  -2.431  -1.439  -1.335  0.274
H  -4.824  -1.456  -2.353  0.538
H  -3.893  3.356  -1.937  0.224
H  -2.536  3.100  -2.991  0.229
N  1.980  -3.809  -0.710  -0.001
C  1.697  -2.658  -0.022  -0.640
C  2.753  -2.387  0.805  -0.139
C  3.715  -3.414  0.609  -0.737
C  3.209  -4.274  -0.328  -0.404
H  1.386  -4.250  -1.386  0.181
H  0.767  -2.132  -0.172  0.448
H  2.830  -1.551  1.481  0.506
H  4.666  -3.511  1.102  0.394
H  3.618  -5.173  -0.754  0.390
N  -5.273  -4.255  0.265  -0.013
C  -5.099  -2.897  0.345  -0.288
C  -6.100  -2.384  1.126  -0.435
C  -6.913  -3.474  1.531  -0.447
C  -6.378  -4.610  0.987  -0.475
H  -4.690  -4.895  -0.240  0.197
H  -4.270  -2.415  -0.139  0.302
H  -6.234  -1.347  1.384  0.385
H  -7.789  -3.428  2.154  0.400
H  -6.689  -5.638  1.054  0.385
N  4.443  2.584  -0.004  0.073
C  4.863  2.132  -1.229  -0.519
C  5.561  3.144  -1.832  -0.471
C  5.563  4.249  -0.937  -0.477
C  4.868  3.871  0.181  -0.463
H  3.914  2.054  0.664  0.185
H  4.638  1.133  -1.562  0.460
H  6.024  3.098  -2.803  0.413
H  6.029  5.207  -1.094  0.400
H  4.647  4.403  1.090  0.401
N  0.761  1.721  2.534  0.114
C  1.233  0.967  3.577  -0.584
C  1.914  1.802  4.419  -0.383
C  1.850  3.111  3.866  -0.542
C  1.131  3.030  2.704  -0.413
H  0.225  1.368  1.765  0.152
H  1.044  -0.092  3.629  0.427
H  2.403  1.511  5.333  0.438
H  2.280  4.008  4.278  0.420
H  0.853  3.787  1.991  0.383

Entry 4:
The molecule C20H29NO2, computed with ωB97M-V with the def2-TZVPD basis set.

## Properties
LUMO: 0.64 eV
SMILES string: CCN(CC#CC[C@@](O)(c1ccccc1)C1CCCC1)CCO
Electronic energy: -26794.0519 eV
Kohn-Sham gap: 9.19 eV

Each line ends with the Mulliken charge.
Positions of all 52 atoms, in Å:
C  5.185  1.481  1.548  -1.342
C  3.865  1.784  0.845  -0.283
N  3.718  1.005  -0.376  0.208
C  2.847  1.656  -1.348  -1.527
C  1.456  1.741  -0.926  0.503
C  0.351  1.754  -0.459  -0.280
C  -1.017  1.743  0.018  -1.049
C  -1.731  0.432  -0.400  0.845
O  -1.886  0.400  -1.804  -0.592
C  -0.890  -0.768  0.002  -0.274
C  -0.544  -1.731  -0.935  0.025
C  0.186  -2.847  -0.566  -0.845
C  0.588  -3.013  0.749  -0.194
C  0.260  -2.049  1.688  -0.920
C  -0.475  -0.937  1.318  -0.389
C  -3.104  0.326  0.311  0.451
C  -3.882  -0.926  -0.132  -0.852
C  -5.369  -0.530  -0.150  -0.687
C  -5.421  0.883  0.437  -0.708
C  -4.074  1.482  0.046  -0.926
C  3.322  -0.365  -0.099  -0.338
C  3.468  -1.282  -1.318  -0.613
O  3.491  -2.638  -0.945  -0.587
H  6.004  1.571  0.840  0.316
H  5.339  2.187  2.360  0.423
H  5.197  0.477  1.963  0.331
H  3.022  1.617  1.537  0.189
H  3.860  2.841  0.568  0.458
H  2.904  1.099  -2.288  0.392
H  3.237  2.663  -1.530  0.437
H  -1.024  1.844  1.106  0.308
H  -1.555  2.597  -0.405  0.735
H  -2.354  1.196  -2.076  0.501
H  -0.853  -1.598  -1.959  0.558
H  0.435  -3.592  -1.308  0.326
H  1.148  -3.888  1.046  0.441
H  0.575  -2.165  2.715  0.415
H  -0.721  -0.202  2.070  0.347
H  -2.921  0.275  1.388  0.314
H  -3.689  -1.759  0.544  0.270
H  -3.550  -1.225  -1.127  0.217
H  -5.744  -0.520  -1.174  0.312
H  -5.982  -1.226  0.421  0.320
H  -6.263  1.461  0.058  0.426
H  -5.498  0.837  1.524  0.340
H  -3.834  2.376  0.620  0.330
H  -4.090  1.740  -1.016  0.357
H  2.285  -0.422  0.281  0.205
H  3.990  -0.754  0.673  0.335
H  4.425  -1.087  -1.808  0.363
H  2.654  -1.105  -2.034  0.214
H  2.660  -2.839  -0.496  0.196

Entry 5:
A cluster of 2 separate species, C20H29Si in total in a non-equilibrium geometry, computed with ωB97M-V with the def2-TZVPD basis set.

## Properties
LUMO: -5.23 eV
Net charge: +1
Electronic energy: -29080.9217 eV
Kohn-Sham gap: 5.76 eV

Each line ends with the Mulliken charge.
Positions of all 50 atoms, in Å:
C  2.726  4.490  -0.296  -1.950
C  1.714  4.615  0.835  2.044
C  2.328  3.985  2.089  -1.512
C  1.502  6.102  1.079  -1.556
C  0.436  3.860  0.320  -1.094
Si  -1.221  3.980  1.159  0.500
C  -2.126  5.566  1.621  -0.992
C  -2.383  2.473  1.087  -1.011
H  -0.341  3.023  4.847  0.433
H  2.319  4.931  -1.216  0.448
H  3.669  4.990  -0.040  0.446
H  2.955  3.434  -0.474  0.425
H  1.700  4.088  2.989  0.197
H  2.561  2.924  1.922  0.410
H  3.293  4.481  2.292  0.455
H  0.931  6.319  1.993  0.167
H  2.492  6.583  1.181  0.447
H  0.988  6.567  0.226  0.370
H  0.188  4.194  -0.702  0.545
H  0.726  2.801  0.193  0.449
H  -2.215  6.205  0.724  0.418
H  -3.138  5.359  2.034  0.379
H  -1.565  6.085  2.420  0.342
H  -2.972  2.574  0.168  0.389
H  -1.871  1.497  1.065  0.366
H  -3.075  2.471  1.949  0.328
C  -0.456  3.887  5.485  -0.315
C  0.933  4.312  5.945  0.355
C  1.511  5.376  5.240  -0.281
C  2.748  5.859  5.659  -0.723
C  3.445  5.226  6.712  -0.464
C  2.940  4.073  7.322  -0.718
C  1.668  3.617  6.914  -0.334
C  -1.453  3.396  6.467  0.306
C  -2.632  2.921  5.868  -0.606
C  -3.525  2.191  6.639  -0.466
C  -3.246  2.003  8.001  -0.442
C  -2.132  2.602  8.613  -0.770
C  -1.282  3.403  7.847  -0.206
H  -0.976  4.733  4.925  0.210
H  0.932  5.819  4.396  0.239
H  3.131  6.763  5.175  0.396
H  4.396  5.645  7.024  0.385
H  3.498  3.582  8.128  0.394
H  1.274  2.732  7.400  0.556
H  -2.811  3.153  4.802  0.279
H  -4.428  1.801  6.149  0.357
H  -3.926  1.390  8.591  0.375
H  -1.926  2.489  9.675  0.389
H  -0.487  4.026  8.279  0.641

Entry 6:
A structure of composition C20H30As2CaF15NO17 in a non-equilibrium geometry, computed with ωB97M-V with the def2-TZVPD basis set.

## Properties
LUMO: 3.50 eV
Net charge: -2
Electronic energy: -238412.9657 eV
Kohn-Sham gap: 5.37 eV

Each line ends with the Mulliken charge.
Positions of all 86 atoms, in Å:
Ca  -0.456  -0.467  0.689  3.011
As  -4.149  -1.861  1.142  2.233
F  -5.766  -2.402  1.514  -0.548
F  -4.831  -0.448  0.374  -0.478
F  -2.519  -1.379  0.608  -0.593
F  -3.546  -3.301  1.835  -0.476
F  -4.274  -2.674  -0.411  -0.538
F  -3.966  -0.950  2.537  -0.440
As  2.013  1.211  3.799  2.100
F  2.566  2.297  5.056  -0.552
F  3.679  1.197  3.190  -0.530
F  1.516  0.177  2.489  -0.366
F  0.447  1.331  4.399  -0.416
F  1.788  2.594  2.732  -0.538
F  2.378  -0.149  4.771  -0.470
C  -1.810  2.489  1.644  0.506
O  -1.940  3.075  2.936  -0.177
O  -1.538  1.201  1.814  -1.441
C  -3.142  2.710  0.899  0.618
F  -4.200  2.826  1.682  -0.300
F  -3.114  3.939  0.204  -0.396
F  -3.397  1.851  -0.070  -0.172
C  -1.859  4.468  3.018  -0.120
C  -1.965  4.865  4.469  -1.306
H  -2.236  5.919  4.576  0.375
H  -2.671  4.202  4.973  0.311
H  -1.029  4.733  5.015  0.279
H  -2.596  5.010  2.405  0.225
H  -0.870  4.776  2.630  0.223
H  -0.959  2.922  1.078  -0.143
N  -0.430  -2.313  3.812  0.672
O  -0.398  -2.053  2.563  -0.460
O  0.522  -2.936  4.305  -0.686
O  -1.331  -1.853  4.493  -0.637
C  -2.956  3.203  -4.350  -1.496
C  -1.626  2.787  -3.764  0.498
C  -1.168  3.537  -2.502  -0.581
O  -1.051  2.513  -1.536  -0.287
C  -1.263  1.311  -2.062  -0.055
O  -1.159  0.290  -1.479  0.067
O  -1.628  1.401  -3.372  -0.416
H  -3.715  3.462  -3.615  0.356
H  -3.274  2.479  -5.097  0.346
H  -2.779  4.146  -4.888  0.400
H  -0.855  2.845  -4.538  0.366
H  -1.908  4.255  -2.135  0.257
H  -0.269  4.140  -2.637  0.221
C  -3.627  -4.700  -3.601  -1.500
C  -2.212  -4.205  -3.499  0.489
C  -1.811  -3.007  -4.339  -0.566
O  -0.874  -2.345  -3.498  -0.240
C  -1.111  -2.722  -2.210  0.085
O  -0.560  -2.285  -1.269  -0.407
O  -2.074  -3.664  -2.176  -0.214
H  -4.328  -3.890  -3.802  0.325
H  -3.981  -5.214  -2.709  0.352
H  -3.751  -5.455  -4.389  0.408
H  -1.516  -5.041  -3.621  0.284
H  -2.609  -2.289  -4.541  0.307
H  -1.386  -3.304  -5.298  0.295
C  5.198  0.656  -0.457  -1.240
C  4.471  1.638  0.457  0.164
C  4.021  2.893  -0.300  -0.613
O  2.677  2.605  -0.714  -0.387
C  2.244  1.483  -0.096  -0.129
O  1.113  1.108  -0.151  0.486
O  3.201  0.939  0.626  0.063
H  6.236  0.965  -0.640  0.469
H  4.677  0.525  -1.405  0.342
H  5.237  -0.333  -0.003  0.111
H  4.907  1.765  1.439  0.396
H  4.704  3.204  -1.086  0.347
H  3.830  3.736  0.371  0.303
C  4.061  -5.484  0.385  -1.473
C  4.328  -4.013  0.586  0.300
C  4.499  -3.192  -0.716  -0.521
O  3.414  -2.298  -0.782  -0.290
C  2.598  -2.478  0.319  -0.039
O  1.654  -1.829  0.570  -0.190
O  3.169  -3.354  1.158  -0.270
H  3.434  -5.690  -0.477  0.333
H  3.760  -5.933  1.330  0.376
H  5.038  -5.950  0.186  0.392
H  5.052  -3.807  1.372  0.390
H  4.618  -3.783  -1.624  0.353
H  5.434  -2.628  -0.594  0.261